1:
# C3H3O3

A gas-phase ion, C3H3O3 (charge +1) (wB97M-V/def2-TZVPD, OMol25).

- Highest occupied orbital energy: -15.3 eV
- Orbital gap: 9.3 eV

```
! RIJCOSX wB97M-V def2-TZVPD def2/J DEFGRID3
* xyz 1 1
O 0.233 -0.281 1.704
O -0.596 0.123 -0.533
O 2.810 -0.759 -1.068
C -0.749 -0.118 0.648
C 0.548 0.152 -1.425
C 1.788 -0.236 -1.182
H -1.661 0.116 1.284
H 1.216 -0.193 1.607
H 0.459 0.571 -2.461
*
```

2:
# C3H3O3

2 unconnected molecules or ions with the total composition C3H3O3 (wB97M-V/def2-TZVPD, OMol25).

- Highest occupied orbital energy (spin up / spin down): -15.7 / -15.5 eV
- Orbital gap (spin up / spin down): 7.6 / 7.4 eV

```
! RIJCOSX wB97M-V def2-TZVPD def2/J DEFGRID3
* xyz 1 1
O -2.284 0.234 0.348
O 0.976 -0.277 -0.535
O -4.420 0.921 -1.531
C 0.021 0.146 0.148
C -3.473 1.119 -0.934
C -1.261 -0.246 -0.228
H 1.867 -0.044 -0.360
H -1.172 -0.965 -0.991
H 0.193 0.715 1.025
*
```

Tell me which of them is the most stable. Sure, it is 1.

1:
# C21H14BrCl3F5GeI2MoN4O3

A molecular structure, C21H14BrCl3F5GeI2MoN4O3 (wB97M-V/def2-TZVPD, OMol25).

- Highest occupied orbital energy (spin up / spin down): -7.9 / -7.9 eV
- Orbital gap (spin up / spin down): 5.8 / 5.7 eV

```
! RIJCOSX wB97M-V def2-TZVPD def2/J DEFGRID3
* xyz 0 2
I 4.034 -3.044 0.310
I 3.435 -0.763 -1.067
Mo 0.833 -0.234 -0.760
Br 0.741 3.462 -0.176
Ge -1.948 -2.000 -2.813
Cl -1.548 -3.887 -3.809
Cl -3.391 -0.880 -3.982
Cl -3.065 -2.614 -1.013
F -4.002 3.827 -1.109
F -4.740 3.327 1.463
F -3.664 1.199 2.779
F -1.888 -0.414 1.542
F -2.210 2.233 -2.350
O 0.729 -1.092 -2.706
O -1.161 0.055 -1.070
O 0.510 -0.692 -4.896
N -0.428 -4.044 1.356
N 0.923 1.538 -2.188
N 0.319 -2.119 0.028
N 1.278 0.479 0.727
C -2.584 1.948 -1.095
C 1.105 3.384 -4.257
C 1.018 2.029 -4.532
C 3.646 1.910 3.149
C 3.021 1.640 1.942
C -2.410 0.626 0.869
C 1.912 0.798 1.918
C 0.918 1.146 -3.480
C -2.016 0.847 -0.452
C 0.475 -5.169 1.591
C -0.021 -3.027 0.657
C -3.863 2.529 0.847
C 3.171 1.349 4.326
C -3.493 2.776 -0.464
C 1.429 0.235 3.099
C 2.062 0.512 4.298
C 1.039 3.802 -2.943
C -3.314 1.448 1.513
C -1.668 -3.946 2.126
C 0.931 2.844 -1.945
C 0.691 -0.333 -3.755
H -2.177 -4.907 2.083
H 1.298 -5.122 0.882
H 0.997 1.630 -5.535
H -0.073 -6.099 1.445
H -1.459 -3.689 3.166
H 4.509 2.561 3.170
H 1.687 0.077 5.216
H 0.558 -0.406 3.055
H 1.191 4.109 -5.056
H -2.305 -3.186 1.682
H 3.383 2.069 1.018
H 0.874 -5.138 2.607
H 3.662 1.566 5.266
H 1.051 4.848 -2.675
*
```

2:
# C21H14BrCl3F5GeI2MoN4O3

A molecular structure, C21H14BrCl3F5GeI2MoN4O3 (wB97M-V/def2-TZVPD, OMol25).

- Highest occupied orbital energy (spin up / spin down): -8.3 / -8.3 eV
- Orbital gap (spin up / spin down): 6.1 / 6.1 eV

```
! RIJCOSX wB97M-V def2-TZVPD def2/J DEFGRID3
* xyz 0 2
I -2.858 3.007 0.929
I -2.982 -0.097 -0.839
Mo -0.747 1.058 0.281
Br -1.612 2.791 -2.953
Ge 0.163 -2.005 2.882
Cl 1.951 -3.229 2.989
Cl -1.423 -3.177 1.994
Cl -0.496 -1.715 4.971
F 2.510 1.035 -0.737
F 4.473 -0.577 4.056
F 4.985 0.008 -0.581
F 1.975 0.422 3.908
F 6.005 -0.810 1.813
O 0.078 -0.804 0.228
O 0.933 1.251 1.566
O 1.542 -2.201 -0.728
N -0.163 0.631 -1.912
N -1.900 1.326 4.601
N -1.374 0.641 2.310
N -0.298 2.648 -0.087
C 2.169 4.852 -1.641
C 1.179 5.968 0.248
C 0.467 3.756 -0.355
C 4.252 0.108 0.530
C -3.297 1.459 5.010
C 3.992 -0.183 2.877
C 0.372 4.870 0.484
C 2.977 0.634 0.464
C -0.522 1.259 -3.035
C -1.608 0.946 3.401
C 0.789 -1.262 -0.763
C 2.146 0.758 1.578
C 2.075 5.962 -0.812
C 4.772 -0.305 1.739
C 2.718 0.332 2.789
C 0.946 -1.022 -3.247
C 0.602 -0.341 -4.398
C -0.151 0.814 -4.290
C -0.842 1.569 5.583
C 1.370 3.746 -1.423
C 0.536 -0.509 -2.038
H -3.524 0.735 5.793
H 0.895 -0.710 -5.372
H 0.127 1.493 5.097
H -0.335 4.853 1.301
H -0.968 2.570 5.996
H -0.895 0.829 6.381
H 2.876 4.846 -2.460
H 1.455 2.871 -2.049
H -3.472 2.468 5.383
H -3.944 1.281 4.155
H 1.513 -1.941 -3.246
H 1.110 6.832 0.896
H 2.703 6.825 -0.994
H -0.469 1.368 -5.160
*
```

Tell me which of them is the most stable. Sure, it is 1.

1:
# C10H18Si

A single C10H18Si molecule (wB97M-V/def2-TZVPD, OMol25).

- Highest occupied orbital energy: -8.1 eV
- Orbital gap: 8.9 eV
- SMILES: CC1=C[C@@H]([SiH2]C(C)(C)C)C=C1

```
! RIJCOSX wB97M-V def2-TZVPD def2/J DEFGRID3
* xyz 0 1
Si 0.228 -0.165 0.828
C -1.818 -0.615 -1.336
C 1.703 -1.143 -1.324
C -2.285 0.623 0.546
C 2.653 1.062 -0.266
C -1.192 0.415 -0.423
C 2.000 -0.369 -0.002
C -4.622 -0.435 1.043
C -3.034 -1.007 -0.893
C 2.914 -1.237 0.771
C -3.298 -0.277 0.309
H -0.454 -1.502 1.276
H -1.353 -1.130 -2.126
H 0.333 0.538 2.171
H 2.402 -2.198 0.922
H 2.034 1.773 -0.668
H 2.567 -1.817 -1.707
H -4.501 -0.105 2.027
H 3.233 1.426 0.544
H -4.873 -1.517 0.927
H -0.806 1.404 -0.824
H 3.084 -0.801 1.766
H 1.258 -0.492 -2.114
H -3.680 -1.608 -1.450
H 1.023 -1.807 -0.942
H 3.794 -1.424 0.191
H 3.458 0.876 -1.003
H -5.298 0.310 0.547
H -2.456 1.403 1.282
*
```

2:
# C10H18Si

A single C10H18Si molecule (wB97M-V/def2-TZVPD, OMol25).

- Highest occupied orbital energy: -9.6 eV
- Orbital gap: 10.5 eV
- SMILES: C=CCC[C@@H](C)[SiH](C=C)C=C

```
! RIJCOSX wB97M-V def2-TZVPD def2/J DEFGRID3
* xyz 0 1
Si 1.160 -0.645 0.673
C 2.198 2.025 1.282
C 0.322 -1.867 1.848
C -0.333 0.255 -0.082
C 2.336 0.729 1.299
C -1.128 -0.759 -0.948
C -1.331 0.700 0.987
C -1.862 -0.157 -2.130
C -0.988 0.469 -3.164
C 0.655 -1.911 3.115
C 0.361 0.571 -3.268
H -2.484 -1.008 -2.560
H -2.287 1.018 0.549
H 2.915 2.571 1.801
H -1.536 0.032 1.831
H -0.562 -2.291 1.569
H 1.447 -1.267 3.605
H -0.052 1.102 -0.564
H -1.622 1.125 -3.943
H -0.829 1.628 1.526
H 1.146 2.422 1.140
H 3.302 0.258 1.795
H 0.797 1.155 -4.011
H -0.352 -1.463 -1.455
H 1.010 0.086 -2.572
H -1.797 -1.280 -0.310
H 0.153 -2.501 3.886
H -2.580 0.602 -1.644
H 1.943 -1.602 -0.256
*
```

Tell me which of them is the most stable. Sure, it is 1.

1:
# C7H10

A gas-phase ion, C7H10 (charge +1) (wB97M-V/def2-TZVPD, OMol25).

- Highest occupied orbital energy (spin up / spin down): -14.4 / -14.4 eV
- Orbital gap (spin up / spin down): 9.7 / 6.1 eV

```
! RIJCOSX wB97M-V def2-TZVPD def2/J DEFGRID3
* xyz 1 2
C 0.198 -2.352 1.672
C 0.395 1.712 -0.323
C -0.001 0.456 -1.095
C 0.172 -0.944 1.015
C 0.137 -0.786 -0.345
C -0.480 2.635 0.109
C -0.366 0.607 -2.329
H 1.583 1.814 -0.233
H -0.135 3.390 0.737
H -0.475 -0.202 -2.993
H 0.269 -1.752 -0.914
H -0.287 1.574 -2.805
H 0.721 -2.360 2.694
H -0.880 -2.567 1.750
H 0.645 -3.198 1.093
H -1.601 2.210 0.172
H 0.105 -0.237 1.795
*
```

2:
# C7H10

A gas-phase ion, C7H10 (charge +1) (wB97M-V/def2-TZVPD, OMol25).

- Highest occupied orbital energy (spin up / spin down): -14.5 / -14.1 eV
- Orbital gap (spin up / spin down): 9.1 / 6.0 eV

```
! RIJCOSX wB97M-V def2-TZVPD def2/J DEFGRID3
* xyz 1 2
C -2.110 -0.339 1.642
C -0.831 -0.150 1.232
C 1.855 -0.719 -1.076
C 1.025 0.076 -0.382
C 1.345 1.512 -0.038
C -1.148 -0.767 -1.140
C -0.331 -0.379 -0.094
H -2.360 -0.234 2.688
H 2.844 -0.398 -1.363
H 1.466 -1.665 -1.421
H 1.148 2.096 -0.944
H 0.677 1.925 0.722
H -2.199 -0.981 -0.966
H -2.853 -0.783 0.991
H 2.354 1.664 0.328
H -0.086 0.155 1.953
H -0.797 -1.014 -2.132
*
```

Tell me which of them is the most stable. Sure, it is 2.

1:
# C5H14NO

A gas-phase ion, C5H14NO (charge +1) (wB97M-V/def2-TZVPD, OMol25).

- Highest occupied orbital energy: -14.8 eV
- Orbital gap: 11.4 eV
- SMILES: CC[C@@](C)([NH3+])OC

```
! RIJCOSX wB97M-V def2-TZVPD def2/J DEFGRID3
* xyz 1 1
O -0.614 0.791 0.682
N -0.913 -1.554 0.920
C 2.043 1.021 0.035
C -0.165 -0.390 0.148
C -0.358 -0.644 -1.311
C 1.510 -0.268 0.714
C -1.876 1.336 0.238
H 1.816 1.724 0.747
H -2.343 1.861 1.200
H -1.700 2.082 -0.622
H 3.051 0.849 -0.129
H -0.672 -2.424 0.587
H 1.213 0.005 1.796
H 0.438 -0.101 -1.858
H -2.559 0.559 -0.178
H -0.918 -1.411 1.873
H -1.913 -1.459 0.611
H 1.960 -1.149 0.459
H -0.208 -1.693 -1.611
H 1.553 1.092 -0.948
H -1.390 -0.524 -1.763
*
```

2:
# C5H14NO

2 unconnected molecules or ions with the total composition C5H14NO (wB97M-V/def2-TZVPD, OMol25).

- Highest occupied orbital energy: -15.7 eV
- Orbital gap: 12.7 eV

```
! RIJCOSX wB97M-V def2-TZVPD def2/J DEFGRID3
* xyz 1 1
O -0.295 -2.312 -2.097
N -0.792 -0.275 -0.271
C 0.273 1.879 -0.310
C 0.504 -0.430 0.498
C 1.312 0.806 0.119
C 0.167 -0.476 1.985
C -1.083 1.241 -0.297
H -0.469 -3.155 -1.656
H 0.929 -1.371 0.180
H 1.059 -0.549 2.600
H -0.720 -0.744 -1.190
H -1.577 -0.651 0.249
H 0.420 2.803 0.249
H 0.500 2.162 -1.329
H -1.734 1.434 -1.133
H 0.198 -2.613 -2.873
H 1.947 0.637 -0.729
H 1.958 1.095 0.932
H -0.533 -1.286 2.210
H -0.377 0.432 2.269
H -1.688 1.371 0.596
*
```

3:
# C5H14NO

2 unconnected molecules or ions with the total composition C5H14NO (wB97M-V/def2-TZVPD, OMol25).

- Highest occupied orbital energy: -13.1 eV
- Orbital gap: 9.9 eV

```
! RIJCOSX wB97M-V def2-TZVPD def2/J DEFGRID3
* xyz 1 1
O -2.451 0.381 2.104
N 0.123 0.831 1.369
C 0.059 -1.188 -1.714
C 1.756 1.461 -0.512
C 0.672 -0.872 -0.368
C -0.831 -2.155 -1.863
C 0.572 0.656 -0.061
H -0.822 -3.003 -1.186
H -0.351 0.915 -0.592
H -2.744 0.284 3.022
H -1.425 -2.197 -2.767
H 1.676 2.537 -0.367
H 0.565 0.240 2.074
H 2.663 1.069 -0.030
H -3.309 0.329 1.662
H 0.263 1.795 1.682
H 1.755 -1.017 -0.522
H 1.981 1.128 -1.524
H -0.896 0.623 1.464
H 0.251 -0.376 -2.405
H 0.492 -1.440 0.534
*
```

4:
# C5H14NO

2 unconnected molecules or ions with the total composition C5H14NO (wB97M-V/def2-TZVPD, OMol25).

- Highest occupied orbital energy: -13.5 eV
- Orbital gap: 10.4 eV

```
! RIJCOSX wB97M-V def2-TZVPD def2/J DEFGRID3
* xyz 1 1
O 0.211 -2.403 0.576
N -1.427 -0.364 1.133
C -0.409 1.488 -0.205
C -0.836 1.025 1.185
C 0.492 0.527 -0.934
C 1.885 0.402 -0.394
C 0.072 -0.170 -1.997
H -0.933 -0.027 -2.381
H 0.122 2.433 -0.083
H 1.908 0.037 0.625
H -1.321 1.696 -0.765
H -1.620 1.707 1.522
H -2.032 -0.492 0.316
H 2.464 -0.275 -1.007
H 0.807 -2.106 -0.127
H -1.987 -0.519 1.963
H 2.386 1.364 -0.356
H -0.013 0.997 1.889
H -0.738 -1.126 1.076
H 0.262 -3.366 0.541
H 0.710 -0.827 -2.578
*
```

Tell me which of them is the most stable. Sure, it is 2.